Here is C25H38Cl3CoN4O4P2S as an isolated structure from the OMol25 dataset. Energies are from ωB97M-V/def2-TZVPD.

The geometry in XYZ format:
```
78
Properties=species:S:1:pos:R:3:forces:R:3:lowdin_charge:R:1
Co 0.8765 1.0842 0.8463 0.566 0.322 0.374 -0.010
Cl 3.0828 0.3729 -0.0233 -0.215 -0.120 -0.036 0.709
Cl 0.9709 2.8097 2.8552 0.071 -0.064 0.137 0.732
Cl 4.2113 -0.0056 -2.6989 0.018 0.025 0.016 0.631
S 0.9442 3.0389 -0.4749 -0.049 0.102 -0.045 0.825
P -0.1317 -0.3391 -0.5927 -0.201 0.047 0.121 1.008
P 0.9230 -0.6974 2.4223 0.167 0.006 -0.130 1.082
O 1.1968 2.2877 4.1425 0.079 0.232 -0.004 -0.246
O 0.8798 4.2042 2.8120 -0.037 0.106 -0.116 -0.201
O 2.0362 2.2929 1.9364 -0.015 -0.145 -0.025 -0.474
O -0.2304 2.1699 2.2272 -0.226 -0.330 -0.372 -0.413
N 1.2139 -3.3261 1.7817 0.051 0.040 0.053 0.162
N -0.5797 4.5925 -1.9162 0.024 0.003 0.021 0.131
N 0.1607 2.7171 -3.0597 0.108 0.126 -0.137 0.097
N 0.1952 -3.0060 -0.8099 -0.076 0.009 0.000 0.160
C 1.1129 -4.3818 0.9467 -0.042 -0.038 -0.116 -0.180
C -1.1676 5.1411 -3.0037 0.021 -0.055 -0.005 -0.217
C -0.5466 0.1406 4.7555 -0.025 -0.052 0.044 -0.080
C 0.5145 -5.3390 -1.2360 -0.009 0.009 -0.006 0.004
C 1.4404 -6.7193 0.5258 -0.004 0.004 0.003 -0.029
C -0.1770 -1.0888 3.9285 0.039 -0.011 -0.082 -0.636
C 0.6417 -0.3671 -2.2203 0.136 -0.124 0.025 -0.215
C -2.6963 -0.1432 0.4231 0.005 0.016 0.102 -0.077
C 0.2810 -2.0056 0.0333 -0.021 0.035 0.097 -0.382
C 1.5349 -5.6616 1.3785 0.015 0.007 0.008 0.007
C -1.4580 -1.7910 3.4859 0.016 -0.009 -0.026 -0.074
C -1.9454 -0.1276 -0.9012 0.003 0.011 -0.029 -0.678
C -0.3293 2.3536 -5.3906 0.007 -0.005 0.003 0.008
C 3.5827 1.1732 -1.5814 0.037 0.014 -0.001 -0.892
C 0.5945 -4.2194 -0.3737 0.040 -0.045 0.090 -0.181
C -2.4694 -1.2617 -1.7898 -0.023 0.013 -0.025 -0.066
C -0.4284 3.1957 -4.1668 0.054 0.066 0.050 -0.261
C 0.6405 -2.0544 4.8034 -0.036 0.025 0.048 -0.081
C 0.8039 -2.1636 1.3383 -0.053 0.115 -0.104 -0.403
C 0.0936 3.4082 -1.9421 0.131 0.034 -0.003 -0.691
C -1.0962 4.4227 -4.1725 -0.001 -0.004 0.014 0.069
C -2.1396 1.2233 -1.6014 -0.058 -0.044 0.073 -0.079
C 2.6253 -0.7009 3.0548 -0.035 -0.064 -0.057 -0.211
C 0.9278 -6.5571 -0.7891 0.000 0.007 -0.001 -0.030
C -1.8449 6.4548 -2.8381 -0.009 0.015 -0.004 0.021
H -0.9605 1.4695 -5.2690 -0.009 -0.009 0.002 0.100
H -2.6823 -1.1445 0.8470 0.016 -0.059 0.149 0.076
H 0.8695 -7.4198 -1.4389 -0.003 0.003 -0.003 0.121
H 4.3547 1.8784 -1.2966 -0.013 0.012 -0.015 0.053
H 2.8354 -1.6871 3.4647 0.015 0.002 0.001 0.060
H -0.6511 2.8874 -6.2807 -0.002 -0.004 0.000 0.094
H -1.9898 -1.2900 -2.7673 -0.016 0.007 -0.002 0.079
H -1.1861 7.1684 -2.3413 -0.002 0.001 -0.001 0.108
H 0.6951 2.0051 -5.5175 -0.002 0.003 -0.005 0.101
H -1.5434 4.8089 -5.0760 -0.004 0.006 0.003 0.139
H -1.9782 -2.1100 4.3906 0.005 -0.023 -0.014 0.104
H -3.2097 1.3872 -1.7355 -0.044 -0.042 -0.001 0.105
H 0.9703 -2.9423 4.2660 0.002 0.009 -0.010 0.074
H 3.3383 -0.4971 2.2617 0.015 0.015 0.050 -0.001
H -1.6709 1.2458 -2.5866 -0.065 -0.069 0.142 0.065
H -3.7409 0.1186 0.2456 0.008 0.001 0.000 0.105
H 1.7598 -7.7016 0.8464 -0.001 0.001 0.005 0.122
H 0.3181 0.6009 5.2250 -0.079 -0.082 -0.009 0.073
H 1.4943 -1.5640 5.2671 0.004 -0.021 0.003 0.085
H -0.0213 -2.3766 5.6097 0.000 -0.002 -0.001 0.105
H 1.9251 -5.7642 2.3818 0.002 -0.001 -0.001 0.125
H 2.6943 1.6592 -1.9659 0.013 0.006 -0.021 -0.023
H -2.7411 6.3375 -2.2252 0.002 0.005 0.004 0.111
H -1.2085 -0.2036 5.5523 -0.012 -0.006 0.005 0.106
H 0.1222 -5.1939 -2.2332 0.000 -0.003 0.000 0.123
H -0.5972 5.0865 -1.0297 -0.008 0.006 0.004 0.161
H -1.2805 -2.6810 2.8817 -0.003 0.025 -0.029 0.082
H -2.3564 -2.2384 -1.3210 0.028 0.013 0.001 0.082
H -1.7527 2.0487 -0.9944 -0.092 -0.141 -0.037 0.063
H 1.6716 -0.7080 -2.1330 -0.056 -0.031 0.005 0.003
H -2.1372 6.8589 -3.8030 -0.005 -0.003 0.001 0.101
H -2.1238 -1.1104 2.9687 -0.107 0.079 -0.174 0.064
H 0.1048 -1.0993 -2.8232 0.021 0.006 -0.004 0.061
H -2.2923 0.5703 1.1467 0.001 -0.006 -0.003 0.076
H 2.7309 0.0584 3.8286 -0.034 0.020 0.007 0.066
H -1.0816 0.8915 4.1758 0.011 -0.044 0.030 0.073
H 0.6117 0.6143 -2.6824 -0.034 0.051 -0.046 0.018
H -3.5353 -1.0906 -1.9538 -0.005 -0.005 0.008 0.103
```
Forces are in eV/Å.

Properties
Total charge: +2
E_HOMO (alpha / beta) (eV): -14.1 / -14.1
Gap between HOMO and LUMO (alpha / beta) (eV): 7.042 / 6.960
ΔE to the lowest compared entry with this formula, charge and spin (kJ/mol): 377.17
E_tot (Ha): -5338.910034

Here is C25H38F2OPPbS as an isolated structure in a non-equilibrium geometry from the OMol25 dataset. Energies are from ωB97M-V/def2-TZVPD.

The geometry in XYZ format:
```
69
Properties=species:S:1:pos:R:3:forces:R:3:lowdin_charge:R:1
Pb -9.1347 11.4771 11.5315 -0.918 -0.361 -0.274 1.161
S -10.1993 14.0129 14.0395 -0.297 -0.055 -1.367 0.989
P -6.5887 12.0399 12.1610 1.502 0.008 -0.111 0.788
F -10.6769 13.8887 10.0852 0.391 -0.752 -0.009 -0.079
F -8.7009 14.5370 10.6668 0.449 0.218 0.442 -0.080
O -9.6896 12.6275 13.5187 -0.577 0.981 0.654 -0.784
C -3.5924 11.6932 9.3490 1.671 -1.222 0.050 -0.081
C -8.0811 8.3808 9.5288 2.947 -0.018 1.966 -0.134
C -11.0427 12.2245 7.4550 -1.303 -2.930 0.999 -0.088
C -10.9471 13.7249 15.6513 0.974 -0.094 -0.110 -0.365
C -7.9728 10.5247 8.4520 -0.352 -1.694 1.208 -0.067
C -9.9735 9.2579 8.3271 0.697 -0.293 -0.045 -0.031
C -13.3631 16.2935 12.5578 0.406 0.426 -0.824 -0.080
C -8.8858 12.3166 6.3118 -1.360 0.537 0.320 -0.041
C -5.0375 13.4024 8.7032 -1.584 0.637 0.395 -0.078
C -12.0770 11.3597 15.2624 0.076 1.204 -0.680 -0.089
C -7.3253 9.5030 9.1899 -0.487 1.298 0.139 -0.086
C -9.3283 8.2573 9.0598 -2.497 -0.760 -0.147 -0.098
C -12.1869 12.8534 15.7361 0.066 -1.256 1.277 -0.268
C -9.8807 11.5972 7.2523 1.110 1.001 0.185 -0.249
C -12.1655 15.8500 13.4474 -1.079 -0.105 -1.189 -0.268
C -3.9619 12.6192 8.4141 1.324 0.870 -0.357 -0.073
C -5.8403 10.7427 13.2016 0.878 1.566 0.900 -0.233
C -6.3180 13.5678 13.0981 -0.776 1.554 -1.227 -0.238
C -5.4831 12.2158 10.7046 -1.058 0.729 0.501 -0.381
C -5.8855 13.2137 9.8042 -0.101 -1.025 -0.320 -0.080
C -4.3008 11.5211 10.5111 -0.139 -0.343 0.721 -0.100
C -9.3604 13.4170 10.2137 -0.337 0.432 -0.931 -0.483
C -12.2220 11.6952 8.3536 2.374 -0.405 -0.430 -0.062
C -11.6796 14.4645 13.0267 0.838 -0.046 1.157 -0.312
C -9.3333 10.4511 8.0479 1.173 0.164 -0.384 -0.199
H -11.8136 11.2619 14.1933 -0.196 0.181 0.437 0.056
H -11.2931 10.8571 15.8123 0.059 -0.225 0.239 0.072
H -11.3052 14.5060 12.0507 0.689 -0.010 -1.533 0.039
H -6.0643 10.9754 14.2646 -0.068 -0.349 -0.659 0.070
H -8.0591 12.8228 6.8194 0.042 -0.345 0.036 0.065
H -7.6395 7.7000 10.3076 -0.613 0.291 -1.234 0.130
H -11.8363 11.0584 9.2032 -0.406 0.428 -1.032 0.069
H -11.2808 13.0374 6.8216 -0.230 0.897 -0.361 0.092
H -10.0239 13.3021 16.1195 -0.957 -0.024 0.228 0.102
H -6.1144 9.7639 12.9422 -0.730 -1.316 -0.292 0.025
H -11.3994 16.6051 13.4861 0.623 0.099 -0.399 0.109
H -9.8957 7.3669 9.3423 0.071 0.237 -0.265 0.120
H -12.3830 13.6259 13.0536 -0.171 0.365 0.346 0.109
H -8.5292 11.6856 5.5188 0.403 -0.418 -0.202 0.079
H -6.8419 13.4882 14.0426 -0.058 0.130 0.219 0.034
H -13.9903 17.1225 12.8976 0.531 0.033 0.607 0.073
H -3.2740 12.9253 7.5926 -0.821 -0.659 0.528 0.136
H -5.2249 14.2011 8.0507 -0.529 1.029 -0.892 0.096
H -12.9661 11.1437 7.7520 0.262 0.388 0.407 0.084
H -14.0578 15.4665 12.4999 -0.133 -0.319 -0.396 0.066
H -6.8977 13.6873 9.9326 1.606 -0.066 -0.267 0.094
H -4.7468 10.7783 13.1045 -0.239 0.193 0.110 0.046
H -11.1115 14.7180 16.1289 0.177 -0.528 -0.526 0.110
H -5.2782 13.8749 13.2263 0.030 -0.476 0.087 0.064
H -3.8939 10.8876 11.2995 -0.210 -0.077 -0.387 0.101
H -7.4181 11.3912 8.3028 0.832 1.452 -0.569 0.062
H -13.0429 10.8783 15.4159 0.159 -0.077 0.126 0.076
H -6.3084 9.6808 9.6241 -0.970 -0.270 -0.726 0.109
H -2.6648 11.1215 9.2136 -0.425 0.229 0.043 0.124
H -6.7882 14.4099 12.4778 0.425 -1.134 0.948 0.074
H -8.9915 13.2394 9.1744 -0.374 0.096 0.580 0.073
H -12.5869 12.5840 8.7962 -1.096 0.708 0.476 0.036
H -13.0567 16.6340 11.5253 -0.099 -0.795 0.996 0.097
H -13.0749 13.3286 15.2855 0.437 -0.016 0.328 0.107
H -12.3070 12.7828 16.8595 -0.519 0.204 -1.140 0.130
H -12.4743 15.7500 14.4397 -0.907 0.078 1.756 0.068
H -10.9169 9.0384 7.9001 -0.966 0.018 -0.116 0.112
H -9.4717 13.1215 5.8405 0.357 -0.219 -0.010 0.080
```
Forces are in eV/Å.

Properties
Total charge: +1
E_HOMO (eV): -11.1
Gap between HOMO and LUMO (eV): 8.526
ΔE to the lowest compared entry with this formula, charge and spin (kJ/mol): 0.00
E_tot (Ha): -2182.471317

Here is C25H38GeN4O3STi as an isolated structure in a non-equilibrium geometry from the OMol25 dataset. Energies are from ωB97M-V/def2-TZVPD.

The geometry in XYZ format:
```
73
Properties=species:S:1:pos:R:3:forces:R:3:mulliken_spin:R:1
Ge 2.5569 -0.7416 -0.8697 0.110 -0.208 -0.072 -0.011
Ti 0.0786 -0.7058 0.3234 1.664 -0.728 1.086 0.871
S -0.4461 -1.4878 2.5816 0.003 0.347 -0.233 -0.015
O 0.9083 0.0402 -1.4648 -0.138 0.133 -0.302 0.023
O 1.2733 -2.1752 -0.3731 0.279 -0.248 -0.173 0.021
O 1.9654 0.0247 0.8024 0.191 0.054 0.172 -0.008
N -1.2039 0.6991 0.9387 -1.867 0.102 0.592 -0.179
N -0.8748 0.4222 4.3740 -0.022 -0.085 -0.065 -0.011
N -1.6654 -1.2280 -0.6396 -0.780 -0.182 -0.726 0.015
N -1.3340 1.1056 2.2656 0.942 0.187 -0.511 -0.004
C 0.8642 1.1842 -2.3784 0.076 -0.289 0.170 -0.007
C -4.5107 1.9812 0.1530 -0.202 -0.009 0.131 0.034
C -4.7876 4.2959 0.7244 0.019 0.030 -0.009 0.030
C 2.2417 1.9450 2.2022 -0.031 0.090 0.035 0.005
C -3.4073 -0.1333 -1.8313 0.052 0.393 0.269 0.043
C -2.2290 0.9347 0.1535 -0.002 0.456 0.400 0.031
C 2.2398 1.3900 -2.9975 0.075 0.046 -0.041 0.001
C -1.8695 -2.3282 -1.3747 0.152 0.112 0.164 0.013
C -5.3348 3.0825 0.3398 0.074 -0.097 -0.007 -0.016
C 4.2289 0.7653 1.2564 0.078 0.020 -0.032 0.001
C -3.4190 4.3998 0.9441 0.013 0.001 -0.008 -0.014
C -3.6129 -1.2695 -2.5809 -0.007 -0.334 -0.178 -0.002
C 3.1641 -3.6270 0.1149 0.082 -0.024 0.069 -0.001
C 1.4140 -4.2877 -1.5364 0.009 -0.084 -0.100 -0.001
C 0.8749 -4.1763 0.9119 -0.106 -0.091 0.079 0.009
C 2.8759 -0.3293 3.0369 0.012 -0.089 0.076 0.000
C -3.1349 2.0803 0.3563 -0.172 -0.362 -0.021 0.020
C 2.8316 0.5952 1.8333 -0.145 0.009 -0.148 -0.007
C 0.4553 2.4234 -1.6044 -0.027 0.127 0.036 0.053
C -2.5990 3.2996 0.7711 0.083 0.142 -0.099 0.037
C 1.6795 -3.5717 -0.2208 -0.018 0.333 -0.024 -0.007
C -0.1404 0.8446 -3.4632 -0.087 -0.015 -0.086 -0.006
C -0.9141 0.1451 3.0516 -0.119 0.047 0.356 -0.018
C -2.8532 -2.4084 -2.3315 -0.193 0.153 -0.118 0.032
C -2.4530 -0.1416 -0.8162 0.046 -0.001 -0.713 0.083
H 2.5790 0.5009 -3.5324 -0.028 -0.009 0.005 0.001
H 4.2108 1.3585 0.3383 -0.013 0.006 0.013 0.000
H 1.7591 -3.6872 -2.3793 0.037 0.012 0.019 -0.001
H 1.9487 -5.2386 -1.5605 -0.038 -0.004 0.017 0.000
H -1.2106 -3.1595 -1.1722 0.061 0.023 -0.017 0.000
H 2.9907 1.6507 -2.2466 -0.024 0.015 0.015 -0.001
H 1.1725 -3.7632 1.8763 0.015 0.022 -0.012 0.000
H 1.0324 -5.2558 0.9366 -0.001 0.012 0.031 0.000
H 1.1865 1.8404 2.4579 0.009 0.013 0.018 -0.001
H -0.8222 -0.3405 5.0257 -0.004 0.003 0.008 0.000
H -0.5683 2.3497 -1.2377 -0.002 -0.027 -0.013 -0.014
H -1.1380 0.7137 -3.0430 0.015 -0.002 0.003 0.002
H 3.3952 -2.9699 0.9572 -0.023 -0.013 0.007 -0.001
H -6.4028 2.9849 0.1973 0.016 0.003 -0.012 0.000
H -4.9602 1.0288 -0.0950 0.010 0.008 -0.006 0.002
H 3.7903 -3.3470 -0.7333 -0.022 0.013 -0.028 0.000
H 3.6625 0.0009 3.7180 -0.029 -0.010 0.006 0.000
H 1.9316 -0.3362 3.5777 -0.003 0.016 -0.023 0.000
H 0.5106 3.3004 -2.2517 0.002 -0.006 0.017 0.000
H 2.1984 2.2136 -3.7109 -0.012 -0.011 0.001 0.000
H 2.7609 2.3647 3.0660 0.011 -0.012 -0.035 0.000
H 1.1178 2.5812 -0.7514 0.006 -0.011 -0.005 -0.009
H -1.5343 3.3831 0.9435 -0.013 0.001 0.019 0.003
H 2.3332 2.6498 1.3729 -0.012 -0.023 0.006 -0.001
H 3.4365 -4.6430 0.4038 -0.001 0.011 -0.014 0.000
H -2.9952 -3.3241 -2.8865 -0.024 0.013 -0.002 0.000
H 4.8623 1.2881 1.9742 -0.026 -0.014 0.002 0.000
H 0.1452 -0.0768 -3.9731 0.015 0.020 0.007 0.000
H -1.2840 1.2888 4.6842 0.019 0.021 0.007 0.000
H -0.1955 -3.9988 0.7814 0.007 -0.006 -0.034 0.001
H -2.9910 5.3436 1.2546 0.003 -0.005 -0.007 0.000
H -0.1867 1.6482 -4.2007 -0.014 -0.017 0.017 0.000
H 0.3546 -4.5060 -1.6785 -0.002 0.039 0.000 0.000
H -5.4261 5.1598 0.8564 0.018 -0.013 0.023 0.001
H 3.0956 -1.3544 2.7315 0.030 0.027 -0.012 -0.001
H 4.6987 -0.1977 1.0416 -0.013 0.002 0.004 -0.001
H -3.9640 0.7704 -2.0286 -0.022 -0.021 -0.006 0.000
H -4.3572 -1.2686 -3.3667 0.011 -0.013 0.015 0.000
```
Forces are in eV/Å.

Properties
Total charge: +1
Spin multiplicity: 2
E_HOMO (alpha / beta) (eV): -10.3 / -11.0
Gap between HOMO and LUMO (alpha / beta) (eV): 6.435 / 6.919
E_tot (Ha): -4744.718063